1.
Below is C2H3NO2 in the gas phase, with properties calculated with the ωB97M-V functional and the def2-TZVPD basis.

Summary:
Max |F| in eV/A: 4.3
Multiplicity: 3
E_HOMO (alpha / beta) in eV: -8.49 / -9.41
Kohn-Sham gap (alpha / beta) in eV: 9.5 / 8.2
Energy relative to the best compared isomer or geometry (same formula, charge and spin) in kcal/mol: 122.4

Last column: Löwdin spin population.
Positions of all 8 atoms, in Å:
C  -1.048  0.899  0.100  0.7865
C  -0.867  -0.428  0.125  0.0943
N  1.148  0.278  0.529  0.7452
O  0.408  -0.858  0.207  0.0698
O  2.173  0.312  -0.322  0.2148
H  -2.081  1.316  0.366  0.0607
H  -1.728  -1.241  -0.025  0.0226
H  1.995  -0.278  -0.981  0.0060


2.
Below is a 30-piece molecular cluster, C11H82NO29 overall, with properties calculated with the ωB97M-V functional and the def2-TZVPD basis.

Summary:
Max |F| in eV/A: 11.1
Multiplicity: 1
Total charge: +1
E_HOMO in eV: -12.03
Kohn-Sham gap in eV: 9.6
Energy relative to the best compared isomer or geometry (same formula, charge and spin) in kcal/mol: 55.9

Last column: Mulliken charge in e.
Positions of all 123 atoms, in Å:
C  29.221  19.343  11.792  -0.2221
C  28.652  18.537  10.629  -1.3970
C  29.445  18.794  9.246  -2.4132
C  30.850  17.974  9.179  -1.4090
N  31.787  18.590  8.110  1.2565
C  31.279  18.274  6.722  -0.2797
C  31.681  16.828  6.399  -0.5972
C  32.767  16.398  7.430  -1.1980
C  32.948  17.665  8.244  0.8338
C  31.989  20.079  8.282  -1.7378
C  32.422  20.629  9.646  0.3688
C  32.697  22.134  9.606  -1.1713
H  28.380  19.200  12.540  0.2370
H  29.166  20.462  11.516  0.1589
H  30.190  18.907  12.159  -0.0827
H  27.685  18.676  10.459  0.8970
H  28.492  17.407  10.608  0.1291
H  29.508  19.747  9.131  1.0887
H  28.975  18.508  8.396  0.8496
H  30.573  17.030  9.129  2.1742
H  31.324  18.301  10.134  0.0211
H  31.697  18.863  6.046  1.0477
H  30.123  18.500  6.453  -0.6901
H  32.071  16.799  5.465  0.6351
H  30.894  16.184  6.235  -0.0742
H  33.668  15.912  7.029  0.4256
H  32.292  15.928  8.179  0.3997
H  33.680  18.224  7.673  0.6080
H  33.435  17.472  9.270  -1.0120
H  31.194  20.607  8.005  1.3818
H  32.735  20.210  7.465  0.3744
H  33.280  20.202  9.805  0.3049
H  31.636  20.399  10.411  -0.1182
H  31.917  22.376  9.146  0.8957
H  33.652  22.386  8.991  -0.0522
H  32.973  22.463  10.716  0.0342
O  30.968  16.524  13.468  -0.6949
H  30.133  16.034  13.095  0.2478
H  30.748  16.873  14.399  0.3395
O  29.510  23.781  7.821  -0.6191
H  29.973  23.521  7.124  0.2926
H  30.223  24.073  8.462  0.3279
O  29.562  13.638  6.333  -0.6212
H  28.824  13.542  5.674  0.3523
H  30.144  13.795  5.621  0.1707
O  28.429  16.328  4.758  -0.5228
H  28.078  16.552  3.955  0.2020
H  29.102  15.727  4.679  0.2886
O  36.651  21.805  9.617  -0.6817
H  37.269  21.931  10.450  0.3022
H  36.100  22.625  9.694  0.3888
O  36.438  16.763  8.321  -0.6613
H  36.038  17.426  8.782  0.4373
H  35.775  16.187  8.429  0.3640
O  32.471  24.916  12.358  -0.6972
H  32.017  24.314  13.130  0.3373
H  33.306  25.320  12.800  0.3085
O  30.523  14.766  3.745  -0.5238
H  30.171  14.055  3.097  0.2631
H  30.564  15.469  3.290  0.2464
O  26.127  21.308  11.190  -0.6266
H  25.556  20.946  10.435  0.3259
H  26.684  21.966  10.869  0.2952
O  28.321  19.990  5.341  -0.4651
H  27.918  19.345  4.925  0.1587
H  27.699  20.622  5.387  0.2440
O  27.118  15.380  12.024  -0.6057
H  26.774  15.794  12.865  0.3238
H  28.058  15.531  12.272  0.2481
O  27.125  16.929  7.270  -0.6476
H  27.291  16.708  6.359  0.3531
H  27.819  16.612  7.842  0.2408
O  29.353  19.848  15.410  -0.5611
H  28.462  19.757  15.592  0.2760
H  29.347  20.638  14.933  0.2832
O  25.977  17.492  13.718  -0.5795
H  25.664  18.331  13.197  0.3336
H  25.260  17.220  14.102  0.2529
O  35.683  19.172  9.400  -0.7002
H  36.211  20.013  9.331  0.2630
H  35.365  19.022  10.223  0.1388
O  34.949  14.929  9.605  -0.6081
H  35.585  15.181  10.299  0.3832
H  34.026  15.072  9.960  0.4138
O  32.663  15.689  11.069  -0.6358
H  33.692  16.010  11.223  0.2051
H  32.040  15.748  11.818  0.1696
O  30.885  24.886  9.918  -0.6273
H  31.569  24.989  10.613  0.2566
H  31.026  25.682  9.507  0.3341
O  32.566  19.161  13.970  -0.6981
H  32.175  18.237  13.858  0.2808
H  33.356  18.974  14.410  0.3115
O  31.264  13.501  9.453  -0.6460
H  30.406  13.705  9.383  0.3338
H  31.724  14.088  10.055  0.3087
O  34.212  13.652  5.908  -0.6796
H  35.285  13.402  5.993  0.3596
H  33.946  12.881  5.213  0.3196
O  30.563  21.523  5.633  -0.6213
H  31.278  21.263  5.222  0.3038
H  29.718  20.869  5.445  0.3959
O  28.742  14.839  8.704  -0.5240
H  28.022  14.191  9.081  0.2933
H  29.041  14.634  7.890  0.3507
O  34.977  16.815  11.728  -0.4994
H  35.218  17.801  11.637  0.2699
H  35.380  16.390  12.555  0.2356
O  34.790  19.502  12.321  -0.6963
H  35.084  20.552  12.285  0.2630
H  33.767  19.398  12.480  0.4414
O  35.171  22.524  12.898  -0.4975
H  35.719  23.023  13.490  0.2836
H  35.220  23.153  12.222  0.2142
O  32.920  20.732  4.474  -0.6546
H  33.701  20.170  4.730  0.3123
H  32.787  20.799  3.447  0.2924
O  35.271  24.130  10.333  -0.6208
H  36.034  24.786  10.512  0.2692
H  34.962  24.474  9.449  0.3178
O  34.647  15.592  3.576  -0.6434
H  35.376  16.202  3.720  0.3165
H  34.477  15.131  4.402  0.3509


3.
Below is C3H4N2OS in the gas phase, with properties calculated with the ωB97M-V functional and the def2-TZVPD basis.

Summary:
Max |F| in eV/A: 2.5
SMILES string: C=N/N=C\SC=O
Multiplicity: 1
E_HOMO in eV: -9.64
Kohn-Sham gap in eV: 9.5
Energy relative to the best compared isomer or geometry (same formula, charge and spin) in kcal/mol: 65.9

Last column: Mulliken charge in e.
Positions of all 11 atoms, in Å:
C  -1.940  0.937  -0.303  -0.3105
N  -0.797  0.310  -0.269  -0.1400
N  -0.878  -1.030  0.075  -0.4447
C  0.232  -1.623  0.048  0.0171
S  1.829  -1.074  -0.386  -0.0356
C  1.954  0.577  0.228  0.1691
O  2.819  1.346  -0.166  -0.4459
H  -1.807  1.946  -0.643  0.2689
H  -2.921  0.554  0.094  0.2811
H  0.163  -2.752  0.173  0.3210
H  1.346  0.808  1.149  0.3195


4.
Below is C28H26IrN6O3 as an isolated structure, with properties calculated with the ωB97M-V functional and the def2-TZVPD basis.

Summary:
Max |F| in eV/A: 4.7
Multiplicity: 2
Total charge: +2
E_HOMO (alpha / beta) in eV: -13.88 / -13.88
Kohn-Sham gap (alpha / beta) in eV: 5.8 / 5.3
Energy relative to the best compared isomer or geometry (same formula, charge and spin) in kcal/mol: 35.8

Last column: Löwdin spin population.
Positions of all 64 atoms, in Å:
Ir  0.028  0.459  0.181  0.0759
O  2.001  2.489  3.384  0.0189
C  1.654  1.843  2.431  0.0105
N  0.362  1.731  1.942  0.0580
C  -0.720  2.269  2.564  0.1544
C  -0.743  2.969  3.784  -0.0128
C  -1.915  3.508  4.248  0.1528
C  -3.132  3.331  3.541  0.0714
C  -3.165  2.605  2.389  0.0334
C  -1.971  2.046  1.874  0.1480
N  -1.893  1.237  0.814  0.1542
C  -2.982  0.778  0.089  0.0199
O  -4.002  1.375  -0.119  0.0475
C  -2.730  -0.603  -0.406  0.0025
C  -3.766  -1.372  -0.899  0.0016
C  -3.505  -2.684  -1.269  -0.0009
C  -2.215  -3.174  -1.134  0.0041
C  -1.228  -2.334  -0.646  0.0032
N  -1.484  -1.077  -0.287  0.0186
C  2.651  1.092  1.614  0.0058
C  3.975  1.102  2.013  0.0003
C  4.926  0.499  1.205  0.0042
C  4.510  -0.082  0.017  0.0021
C  3.161  -0.090  -0.286  0.0025
N  2.241  0.476  0.502  0.0125
H  0.172  3.076  4.340  -0.0034
H  -1.923  4.061  5.177  0.0067
H  -4.044  3.768  3.923  0.0019
H  -4.088  2.446  1.855  -0.0003
H  -4.749  -0.932  -0.983  0.0000
H  -4.293  -3.314  -1.660  0.0000
H  -1.969  -4.194  -1.394  0.0003
H  -0.212  -2.684  -0.518  0.0012
H  4.223  1.590  2.945  -0.0001
H  5.970  0.501  1.487  0.0002
H  5.217  -0.530  -0.666  0.0001
H  2.817  -0.554  -1.198  0.0001
C  -2.027  4.841  -2.781  0.0000
C  -1.163  4.339  -3.940  0.0000
N  -1.905  3.503  -4.869  0.0000
C  -2.917  4.145  -5.711  0.0000
C  -4.345  3.729  -5.354  0.0000
C  -1.734  2.172  -5.040  0.0000
O  -2.290  1.545  -5.926  0.0002
C  -0.813  1.379  -4.139  0.0000
C  -0.138  0.330  -4.764  0.0003
C  0.606  -0.556  -4.001  0.0000
C  0.632  -0.378  -2.633  0.0010
N  -0.005  0.636  -2.029  0.0036
C  -0.721  1.493  -2.763  -0.0005
H  -1.414  5.431  -2.098  0.0000
H  -2.481  4.017  -2.226  0.0000
H  -2.827  5.476  -3.157  0.0000
H  -0.293  3.795  -3.578  0.0000
H  -0.802  5.209  -4.493  0.0000
H  -2.732  3.846  -6.744  0.0000
H  -2.799  5.223  -5.621  0.0000
H  -4.463  2.653  -5.457  0.0000
H  -5.040  4.214  -6.037  0.0000
H  -4.592  4.025  -4.334  0.0000
H  -0.241  0.206  -5.833  0.0000
H  1.139  -1.379  -4.455  0.0001
H  1.148  -1.083  -1.996  0.0001
H  -1.256  2.258  -2.215  0.0000


5.
Below is a 6-piece molecular cluster, C14H43N3O7 overall, with properties calculated with the ωB97M-V functional and the def2-TZVPD basis.

Summary:
Max |F| in eV/A: 3.1
SMILES string: COC[C@H](C)N.COC[C@H](C)N.COC[C@H](C)N.OCCO.O.O
Multiplicity: 1
E_HOMO in eV: -9.01
Kohn-Sham gap in eV: 9.4
Energy relative to the best compared isomer or geometry (same formula, charge and spin) in kcal/mol: 47.3

Last column: Mulliken charge in e.
Positions of all 67 atoms, in Å:
C  5.127  -8.064  2.973  -0.7904
O  4.329  -6.884  2.953  -0.3054
C  3.082  -7.189  2.428  -0.5659
C  2.253  -5.846  2.277  0.4157
C  1.808  -5.305  3.683  -1.3717
N  1.034  -6.016  1.534  -0.7727
H  6.024  -7.881  3.563  0.2873
H  5.410  -8.462  1.998  0.3026
H  4.705  -8.886  3.551  0.3271
H  3.089  -7.605  1.421  0.3042
H  2.513  -7.876  3.054  0.3177
H  2.852  -5.062  1.814  0.2972
H  2.642  -5.279  4.384  0.3285
H  1.065  -5.961  4.137  0.3507
H  1.360  -4.316  3.588  0.3559
H  1.222  -6.238  0.567  0.2443
H  0.653  -5.097  1.357  0.2748
C  7.615  1.983  -2.664  -0.7349
O  6.671  1.763  -1.642  -0.3510
C  6.103  2.878  -0.949  -0.9139
C  4.620  2.761  -0.692  0.7266
C  4.055  4.040  -0.110  -1.2884
N  4.367  1.643  0.232  -0.7783
H  7.212  2.649  -3.426  0.3209
H  7.915  1.009  -3.050  0.2344
H  8.476  2.541  -2.294  0.3156
H  6.622  3.030  -0.002  0.3411
H  6.379  3.782  -1.493  0.4136
H  4.151  2.479  -1.635  0.2434
H  3.823  4.819  -0.836  0.3276
H  4.821  4.406  0.573  0.3002
H  3.085  3.959  0.382  0.3665
H  3.388  1.396  0.247  0.2296
H  4.816  0.780  -0.042  0.2472
C  -7.325  1.469  -4.551  -0.6925
O  -6.234  1.172  -5.427  -0.3409
C  -5.186  2.201  -5.415  -0.5913
C  -4.183  1.897  -4.251  0.5135
C  -3.110  2.965  -3.929  -1.4629
N  -3.499  0.646  -4.510  -0.6808
H  -8.194  0.910  -4.899  0.2645
H  -7.525  2.536  -4.642  0.3148
H  -7.216  1.335  -3.475  0.2609
H  -4.594  2.038  -6.316  0.3358
H  -5.626  3.191  -5.294  0.3115
H  -4.666  1.740  -3.287  0.1909
H  -3.668  3.850  -3.622  0.3786
H  -2.660  3.414  -4.815  0.3411
H  -2.339  2.656  -3.223  0.3527
H  -4.048  -0.141  -4.826  0.2573
H  -2.913  0.804  -5.317  0.2509
O  -2.622  3.853  5.883  -0.5231
C  -3.168  3.525  4.591  -0.5160
C  -3.534  4.823  3.838  -0.2397
O  -4.481  5.552  4.556  -0.5094
H  -3.393  4.144  6.376  0.3153
H  -2.460  2.838  4.127  0.3166
H  -4.098  3.010  4.834  0.2876
H  -3.909  4.638  2.831  0.3382
H  -2.635  5.421  3.690  0.2303
H  -4.989  6.065  3.923  0.3003
O  -5.971  -2.395  2.153  -0.6365
H  -6.808  -1.934  2.088  0.3166
H  -6.068  -3.151  1.575  0.3212
O  -1.693  -1.038  -0.037  -0.6518
H  -2.520  -1.225  0.407  0.3203
H  -1.950  -0.761  -0.917  0.3258


6.
Below is C4H22F12Li2N2O19S4 as an isolated structure, with properties calculated with the ωB97M-V functional and the def2-TZVPD basis.

Summary:
Max |F| in eV/A: 6.4
Multiplicity: 1
E_HOMO in eV: -7.85
Kohn-Sham gap in eV: 6.3

Last column: Mulliken charge in e.
Positions of all 65 atoms, in Å:
Li  -1.090  -1.191  -2.871  0.8770
Li  0.725  4.887  -1.276  0.7968
C  1.778  -4.083  6.558  0.4434
F  0.769  -3.673  7.424  -0.2294
F  2.875  -4.021  7.230  -0.1861
F  1.582  -5.386  6.132  -0.2299
S  1.732  -2.770  5.022  1.0853
O  0.527  -3.130  4.244  -0.5811
O  1.724  -1.468  5.704  -0.5387
N  3.231  -3.313  4.227  -0.5128
S  3.638  -2.015  3.552  1.0226
O  2.599  -1.117  3.102  -0.4317
O  4.646  -1.267  4.290  -0.7074
C  4.477  -2.673  1.943  0.5945
F  5.655  -2.144  1.832  -0.2164
F  4.568  -4.061  1.888  -0.2540
F  3.699  -2.235  0.918  -0.2003
C  -0.854  2.205  -3.333  0.5863
F  0.392  1.988  -3.915  -0.2583
F  -0.972  3.516  -3.540  -0.1847
F  -1.722  1.500  -3.982  -0.1721
S  -0.828  1.809  -1.398  0.3377
O  0.399  2.530  -1.093  -0.4092
O  -2.080  2.321  -0.905  -0.5376
N  -0.636  0.075  -1.349  0.0859
S  -0.700  -0.228  0.179  0.6563
O  0.336  0.535  0.902  -0.5136
O  -2.028  -0.012  0.754  -0.4783
C  -0.334  -2.094  0.367  0.5478
F  -0.127  -2.139  1.654  -0.1274
F  -1.496  -2.624  -0.048  -0.2114
F  0.649  -2.518  -0.322  -0.1488
O  -0.255  0.288  4.138  -0.6327
H  -0.705  -0.478  4.494  0.3186
H  0.505  -0.071  3.680  0.2874
O  1.688  4.846  -3.071  -0.5023
H  2.079  5.389  -3.756  0.2519
H  1.807  3.948  -3.380  0.2925
O  -4.721  0.604  1.939  -0.6071
H  -5.298  -0.153  2.038  0.2811
H  -3.844  0.262  2.113  0.3346
O  -0.926  -3.213  -2.632  -0.5043
H  -1.016  -3.899  -1.970  0.2227
H  -0.210  -3.513  -3.192  0.2659
O  3.382  0.697  0.836  -0.5767
H  2.486  0.922  1.086  0.3035
H  3.923  1.037  1.548  0.2791
O  2.260  0.283  -2.221  -0.5582
H  2.328  1.201  -2.483  0.3061
H  1.319  0.120  -2.161  0.3003
O  -0.149  -1.283  -4.743  -0.5157
H  -0.432  -0.628  -5.381  0.2541
H  0.716  -1.558  -5.049  0.2565
O  -3.705  0.638  -6.214  -0.6145
H  -4.093  1.222  -5.562  0.3021
H  -4.109  -0.213  -6.045  0.3077
O  -1.365  5.373  -1.358  -0.4711
H  -1.958  5.081  -2.051  0.2519
H  -1.915  5.903  -0.780  0.2372
O  -3.524  4.104  1.333  -0.5636
H  -3.473  5.060  1.338  0.2753
H  -3.247  3.854  0.451  0.3119
O  -3.249  -1.166  -2.454  -0.5186
H  -4.174  -1.335  -2.635  0.2330
H  -3.257  -0.523  -1.744  0.2869


Question: The highest max |F| belongs to which entry?
Answer: C11H82NO29


Question: Among the records above, which one has the highest multiplicity?
Answer: C2H3NO2


Please write out number 3 again, unchanged.
Below is C3H4N2OS in the gas phase, with properties calculated with the ωB97M-V functional and the def2-TZVPD basis.

Summary:
Max |F| in eV/A: 2.5
SMILES string: C=N/N=C\SC=O
Multiplicity: 1
E_HOMO in eV: -9.64
Kohn-Sham gap in eV: 9.5
Energy relative to the best compared isomer or geometry (same formula, charge and spin) in kcal/mol: 65.9

Last column: Mulliken charge in e.
Positions of all 11 atoms, in Å:
C  -1.940  0.937  -0.303  -0.3105
N  -0.797  0.310  -0.269  -0.1400
N  -0.878  -1.030  0.075  -0.4447
C  0.232  -1.623  0.048  0.0171
S  1.829  -1.074  -0.386  -0.0356
C  1.954  0.577  0.228  0.1691
O  2.819  1.346  -0.166  -0.4459
H  -1.807  1.946  -0.643  0.2689
H  -2.921  0.554  0.094  0.2811
H  0.163  -2.752  0.173  0.3210
H  1.346  0.808  1.149  0.3195